29
Properties=species:S:1:pos:R:3:forces:R:3:lowdin_charge:R:1 method="wB97M-V/def2-TZVPD" homo_lumo_gap_ev=7.07 relative_energy_kcal_mol=0.88 charge=+1 mol_weight_g_mol=856.23
Ta 1.7929 1.6438 0.7731 0.14 0.02 0.08 0.40
Se 4.3461 1.9051 0.7600 -0.09 0.02 -0.02 -0.04
Te 3.2540 4.0198 0.0136 -0.03 0.00 0.04 0.31
Te 2.1389 4.7107 2.4391 0.01 0.02 0.00 0.31
Se 1.4006 2.3697 3.1104 0.01 -0.06 -0.02 -0.06
S -0.1783 2.7266 -0.3238 0.01 -0.03 -0.04 0.55
C -1.5171 1.7198 0.1001 0.00 0.00 0.01 -0.75
N -1.5081 0.5339 0.6805 0.00 0.00 -0.02 0.05
C -2.8626 0.0441 0.9508 -0.01 -0.01 -0.01 -0.09
C -3.7381 1.0616 0.1894 -0.01 -0.01 0.01 -0.10
N -2.7647 2.1048 -0.1459 0.00 0.01 0.02 0.04
H -0.6515 0.0794 0.9761 0.00 0.01 0.01 0.08
H -3.0564 0.0531 2.0229 0.00 0.01 0.00 0.13
H -2.9849 -0.9700 0.5785 0.00 0.00 0.01 0.13
H -4.5388 1.4625 0.8057 0.00 0.00 -0.01 0.13
H -4.1663 0.6375 -0.7184 0.01 0.00 0.00 0.13
H -2.9802 2.9542 -0.6391 0.00 0.00 -0.01 0.15
Cl 2.2705 0.5320 -1.9740 0.01 -0.03 -0.06 0.70
C 1.8717 -1.0882 -1.4578 -0.01 0.00 0.03 -0.55
C 1.9549 -2.1506 -2.3308 -0.01 -0.02 0.01 -0.08
C 1.5922 -3.4097 -1.8684 0.00 0.01 -0.01 -0.06
C 1.1409 -3.5862 -0.5694 0.00 0.00 0.01 -0.09
C 1.0639 -2.5009 0.2872 0.00 0.01 -0.02 -0.61
Cl 0.4594 -2.6919 1.8958 0.00 0.00 0.01 0.71
C 1.4511 -1.2281 -0.1308 -0.01 -0.03 -0.04 -0.44
N 1.4184 -0.1076 0.6689 -0.02 0.08 0.03 -0.28
H 2.2921 -2.0019 -3.3466 0.00 0.00 0.00 0.12
H 1.6542 -4.2601 -2.5327 0.00 0.00 0.00 0.12
H 0.8452 -4.5633 -0.2144 0.00 0.00 0.00 0.11

19
Properties=species:S:1:pos:R:3:forces:R:3:lowdin_charge:R:1 method="wB97M-V/def2-TZVPD" homo_lumo_gap_ev=9.94 relative_energy_kcal_mol=80.78 charge=0 mol_weight_g_mol=121.14 smiles=CN(C)[C@](N)(O)NO
C 1.0233 1.5259 0.5975 -0.11 -0.15 0.05 -0.09
N 0.5776 0.1345 0.6595 0.24 -0.11 -0.95 -0.22
C 1.5673 -0.7734 0.0894 -0.10 0.11 -0.11 -0.09
C -0.8959 -0.0434 0.2240 1.18 0.01 0.11 -0.67
N -1.3760 1.0119 -0.6113 -0.03 -0.09 0.02 0.13
O -1.4334 -0.0169 1.4866 1.57 -0.21 1.08 -0.04
N -1.0658 -1.4028 -0.3166 0.05 0.04 -0.10 -0.01
O -0.9740 -1.4005 -1.7526 -0.03 0.11 0.37 -0.07
H 1.9522 1.6188 1.1614 -0.01 -0.02 -0.02 0.08
H 1.1835 1.8601 -0.4312 0.01 0.04 -0.01 0.08
H 0.2659 2.1578 1.0539 0.05 0.08 -0.02 0.08
H 2.5122 -0.6328 0.6153 -0.03 -0.03 0.00 0.08
H 1.7408 -0.5771 -0.9761 0.05 0.02 -0.04 0.08
H 1.2317 -1.7992 0.2137 0.09 0.00 0.03 0.08
H -1.4231 0.7255 -1.5817 -0.07 0.00 0.08 0.08
H -2.2767 1.3218 -0.2722 0.01 -0.01 -0.05 0.09
H -0.3731 -0.0788 1.8756 -2.83 0.11 -0.43 0.19
H -2.0240 -1.6675 -0.0983 0.07 0.06 -0.13 0.12
H -0.2124 -1.9639 -1.9370 -0.10 0.04 0.11 0.09

62
Properties=species:S:1:pos:R:3:forces:R:3:mulliken_spin:R:1 method="wB97M-V/def2-TZVPD" homo_lumo_gap_ev="5.64 / 5.19" relative_energy_kcal_mol=235.13 charge=+1 mol_weight_g_mol=569.29 spin_multiplicity=4
Co -9.2516 13.7574 3.6576 0.07 0.00 0.12 2.01
Br -11.0682 13.8541 -0.3752 -0.01 0.00 0.00 0.99
O -12.4499 17.2173 6.6577 -0.89 2.15 1.59 0.00
C -12.7899 18.0381 7.5155 1.50 -2.50 -0.97 0.00
O -11.8690 18.6546 8.2882 1.23 -0.23 -0.75 0.00
C -12.4500 19.3712 9.3460 -1.68 0.77 -0.02 0.00
C -13.8940 19.5714 8.8468 -0.14 0.78 1.12 0.00
C -14.1655 18.3335 8.0622 0.94 -0.08 -1.24 0.00
H -12.0330 20.3676 9.4923 0.64 -0.35 -0.09 0.00
H -12.4102 18.7936 10.2696 0.13 -0.06 0.00 0.00
H -13.9117 20.4363 8.1837 0.00 0.04 -0.03 0.00
H -14.5583 19.7951 9.6815 -0.16 -0.18 -0.12 0.00
H -14.7617 18.4826 7.1620 -0.69 -0.44 0.54 0.00
H -14.3277 17.4391 8.6637 -0.84 0.04 -0.08 0.00
O -5.1659 10.4844 1.5536 1.25 -2.15 -0.25 0.00
C -4.4254 9.5700 1.1605 -2.90 3.29 1.06 0.00
O -4.1968 8.4541 1.8170 -0.11 -0.45 1.47 0.00
C -3.2402 7.6353 1.0979 -1.04 0.02 0.58 0.00
C -2.6195 8.6428 0.2033 2.23 -0.86 -1.26 0.00
C -3.6990 9.6034 -0.0999 0.26 0.46 -1.73 0.00
H -3.8837 6.9021 0.6118 0.46 -0.25 -0.35 0.00
H -2.5436 7.1468 1.7792 -0.27 0.13 0.12 0.00
H -2.1934 8.1114 -0.6477 0.16 0.34 -0.20 0.00
H -1.8177 9.1753 0.7150 0.16 -0.20 0.11 0.00
H -4.3148 9.2699 -0.9351 -0.36 -0.22 0.13 0.00
H -3.3899 10.6076 -0.3901 0.08 -0.06 0.34 0.00
O -6.5290 18.6874 3.8026 0.82 1.39 0.57 0.00
C -6.1238 19.7925 4.1195 -0.51 -0.87 -0.16 0.00
O -5.3688 20.0313 5.2146 0.81 -1.10 -0.42 0.00
C -5.1327 21.4263 5.4474 -1.65 -0.13 0.95 0.00
C -5.5898 22.1363 4.1908 -0.03 -0.22 0.18 0.00
C -6.4875 21.1118 3.4746 0.73 0.01 -0.11 0.00
H -4.1180 21.6946 5.7413 0.06 -0.66 -0.15 0.00
H -5.7953 21.5985 6.2956 0.15 0.59 0.17 0.00
H -4.6334 22.2802 3.6882 -0.52 0.51 -0.80 0.00
H -6.1025 23.0643 4.4443 0.31 0.08 -0.30 0.00
H -6.2850 21.0951 2.4037 -0.22 -0.17 0.06 0.00
H -7.5644 21.1756 3.6309 0.01 0.52 0.00 0.00
O -6.3689 13.3825 8.9044 2.27 0.22 3.22 0.00
C -5.7306 13.4515 9.9640 -0.06 0.09 -1.09 0.00
O -4.3224 13.5934 10.0388 -1.50 -0.53 -1.36 0.00
C -3.8212 13.6269 11.3821 0.04 -0.25 -0.68 0.00
C -4.9253 13.1063 12.2313 -1.38 1.25 0.35 0.00
C -6.2259 13.4895 11.4352 1.25 -0.89 -0.09 0.00
H -3.5179 14.6561 11.5736 -0.07 -0.03 0.22 0.00
H -2.9823 12.9507 11.5467 0.35 0.25 -0.77 0.00
H -4.8201 13.6610 13.1636 -0.50 -0.50 0.38 0.00
H -4.8419 12.0299 12.3811 -0.14 0.13 0.04 0.00
H -6.5432 14.5152 11.6228 -0.11 -0.06 0.13 0.00
H -7.0109 12.7691 11.6655 -0.18 0.33 -0.40 0.00
O -12.8613 9.6548 5.4528 -1.84 -1.13 0.28 0.00
C -13.9705 9.1443 5.5796 2.44 -0.03 0.81 0.00
O -15.0061 9.6205 4.9077 -0.90 1.68 -0.91 0.00
C -16.2609 9.0148 5.2079 0.74 -2.64 1.31 0.00
C -15.9370 8.3102 6.5547 0.50 -0.59 -0.67 0.00
C -14.4425 7.9545 6.4620 0.00 1.16 -0.19 0.00
H -16.4142 8.2497 4.4469 -0.44 0.25 -0.22 0.00
H -17.1469 9.6249 5.3839 0.60 0.71 -0.70 0.00
H -16.4696 7.3739 6.7212 -0.64 0.56 0.31 0.00
H -16.0607 9.1109 7.2838 -0.19 -0.58 0.58 0.00
H -14.1814 7.0028 5.9992 -0.42 0.05 -0.51 0.00
H -13.9772 7.8595 7.4432 0.20 0.64 -0.10 0.00